# C7H9MnNO2

A molecular structure, C7H9MnNO2 in a non-equilibrium geometry (ωB97M-V/def2-TZVPD, the Open Molecules 2025 dataset).

Each line ends with the Mulliken charge.
Positions of all 20 atoms, in Å:
Mn 0.507288 -1.098073 -1.552161  0.322
C -0.000001 -0.515162 -3.518242  -0.889
H -0.805121 0.222878 -3.380890  0.183
H 0.887536 -0.041932 -3.960965  0.250
H -0.313451 -1.414427 -4.081908  0.317
H 0.975650 -2.281075 -0.032122  -0.015
H 0.965653 -2.826535 -0.531865  0.216
O 0.975001 2.870361 -0.585233  -0.643
C 0.887570 1.640007 -0.575799  0.599
O 1.362413 0.802636 -1.445105  -0.671
C 0.169455 0.997790 0.576520  0.341
C -0.107131 1.629120 1.781623  -0.455
C -0.668852 0.892180 2.823003  -0.217
C -0.953831 -0.459878 2.610404  -0.698
C -0.711663 -1.019514 1.358030  0.022
N -0.170676 -0.290800 0.361574  -0.271
H 0.128552 2.691557 1.844675  0.447
H -0.859244 1.363014 3.788926  0.406
H -1.371770 -1.088761 3.389097  0.362
H -0.897378 -2.073385 1.130436  0.395

Forces on the atoms, in the same order (eV/Å):
0.123 2.023 -1.200
-0.063 -1.330 0.447
0.181 -0.294 -0.277
-0.337 -0.174 0.141
-0.094 0.792 -0.199
0.264 0.045 0.574
0.095 -0.634 -0.323
-0.071 -1.125 0.083
0.836 1.058 -1.008
-0.280 0.360 1.046
-0.635 -1.105 0.209
-0.069 0.154 0.003
0.149 -0.039 -0.349
-0.091 -0.218 -0.224
0.198 0.832 0.102
-0.110 -0.360 0.942
-0.004 -0.330 0.120
0.011 -0.192 -0.293
0.053 0.158 -0.020
-0.156 0.380 0.225

Maximum force in eV Å⁻¹: 2.4
2S+1: 6
Relative energy (zero: lowest compared OMol25 entry of this formula, charge and spin) in eV: 1.229
<S²>: 8.7729